[1]
DFT (ωB97M-V with the def2-TZVPD basis set) results for a cluster of 3 separate species, C42H53F12N3O4S3 in total at a distorted geometry.

CARTESIAN COORDINATES (ANGSTROEM)
1 S -0.957 -1.611 -4.917
2 S -1.928 2.502 -0.185
3 S -3.278 0.418 -5.208
4 F -5.049 -0.881 -3.063
5 F -5.498 -0.785 -5.747
6 F 1.275 0.551 -4.751
7 F -5.590 -2.710 -4.054
8 F -3.804 -2.043 -6.122
9 F 3.066 -1.562 -2.653
10 F 1.249 -1.526 -1.151
11 F -3.583 -2.456 -3.364
12 F 1.936 -2.092 -4.396
13 F 0.262 -2.762 -2.566
14 F 2.109 1.027 -2.801
15 F 3.369 0.283 -4.373
16 O -4.272 1.453 -5.279
17 O -6.352 1.561 0.897
18 O -2.400 0.409 -6.341
19 O -4.732 1.881 -0.545
20 N 0.178 0.546 -0.308
21 N -0.736 -3.759 3.400
22 N 6.120 2.844 1.086
23 C -0.332 -0.139 0.893
24 C 6.445 -6.589 -2.866
25 C -2.649 1.360 -2.621
26 C -2.348 0.447 -3.668
27 C -1.282 -0.462 -3.580
28 C 5.475 -4.203 -2.980
29 C -2.865 2.049 6.143
30 C 0.244 -2.664 3.343
31 C -3.881 2.543 8.432
32 C 1.572 4.455 0.425
33 C 0.715 -1.502 -2.384
34 C 0.689 -2.287 1.907
35 C 3.963 3.690 0.470
36 C 0.829 -0.760 1.711
37 C -3.448 1.474 7.433
38 C -0.219 2.913 0.036
39 C -4.495 2.883 -1.534
40 C 0.209 4.207 0.293
41 C -5.512 2.283 0.489
42 C 2.035 2.116 0.040
43 C -4.315 -1.171 -5.266
44 C -4.612 -1.819 -3.890
45 C 2.150 0.195 -3.828
46 C -0.427 -0.481 -2.470
47 C 0.675 1.856 -0.076
48 C -1.759 1.347 -1.544
49 C -3.834 2.904 5.325
50 C 4.812 2.671 0.887
51 C 7.886 -6.188 -3.167
52 C 6.588 4.063 0.859
53 C 5.837 5.136 0.413
54 C -4.887 0.990 4.004
55 C 2.495 3.407 0.305
56 C 3.971 -4.514 -0.943
57 C -0.666 0.461 -1.452
58 C 5.412 -5.646 -3.482
59 C 5.322 -4.036 -1.469
60 C 4.481 4.950 0.210
61 C -5.123 2.197 4.908
62 C -3.874 2.257 -2.758
63 C 1.955 -1.265 -3.354
64 C -5.276 3.637 1.087
65 H 5.539 -5.641 -4.569
66 H -2.493 1.226 5.526
67 H 8.127 -5.206 -2.757
68 H -1.677 -3.409 3.293
69 H -4.297 0.221 4.504
70 H -0.571 -4.424 2.657
71 H -4.264 2.084 9.345
72 H -0.521 4.998 0.387
73 H 6.125 -4.559 -0.942
74 H 7.645 4.220 1.039
75 H 1.887 5.466 0.614
76 H -4.293 0.818 7.207
77 H -5.442 3.333 -1.836
78 H -0.074 -2.689 1.244
79 H -5.580 3.660 2.123
80 H 8.584 -6.904 -2.731
81 H -4.648 1.636 -3.182
82 H 3.900 -4.348 0.134
83 H -0.235 -1.798 3.790
84 H -4.672 3.177 8.029
85 H -3.887 3.705 -1.170
86 H 3.154 -3.970 -1.421
87 H -5.756 2.914 4.378
88 H -3.313 3.252 4.426
89 H 6.421 -3.750 -3.290
90 H -5.689 1.887 5.790
91 H 1.104 -2.954 3.941
92 H 1.623 -2.784 1.653
93 H -4.361 1.285 3.093
94 H 6.293 6.094 0.230
95 H 4.690 -3.628 -3.480
96 H 4.412 -6.052 -3.301
97 H -0.889 0.530 1.549
98 H -4.234 3.929 0.974
99 H 6.272 -7.595 -3.255
100 H 3.821 -5.580 -1.120
101 H 8.065 -6.161 -4.244
102 H 3.860 5.757 -0.135
103 H -5.845 4.366 0.512
104 H -2.690 0.841 7.902
105 H -3.040 3.182 8.706
106 H 5.437 -2.976 -1.225
107 H 2.739 1.311 -0.083
108 H -5.834 0.540 3.708
109 H 6.302 -6.652 -1.784
110 H 0.917 -0.279 2.680
111 H -1.349 -2.760 -4.350
112 H -1.000 -0.939 0.594
113 H 4.417 1.687 1.076
114 H -1.989 2.657 6.390
115 H -4.091 3.805 5.889
116 H 1.740 -0.605 1.145
117 H -3.680 3.027 -3.499

Summary:
Kohn-Sham gap   8.09 eV
SMILES   CC(=O)OCCc1c2c(c(C(F)(F)C(F)(F)C(F)(F)F)c(S)c1S(=O)(=O)C(F)(F)C(F)(F)F)N(CCCCN)c1cc(-c3cccnc3)ccc1S2.CCCCCC.CCCCCC
Relative energy (zero: lowest compared OMol25 entry of this formula, charge and spin)   0.0 kcal per mole
Total charge   0
HOMO   -8.712 eV



[2]
DFT (ωB97M-V with the def2-TZVPD basis set) results for a structure of composition C42H55BN11O3STl at a distorted geometry.

CARTESIAN COORDINATES (ANGSTROEM)
1 Tl 0.706 1.944 -0.024
2 S 0.469 -0.913 -2.109
3 O 1.568 -1.102 -3.067
4 O -0.762 1.692 2.304
5 O -1.422 3.046 -1.130
6 N 6.394 0.190 -1.210
7 N 5.731 -0.976 -0.728
8 N -1.325 0.490 -0.134
9 N 5.087 -2.552 1.253
10 N 2.704 3.215 -1.480
11 N -0.238 0.440 -2.215
12 N 8.519 -1.578 1.951
13 N 7.639 -1.799 0.871
14 N 3.803 -2.752 0.759
15 N 4.828 0.782 1.540
16 N 5.779 -0.124 1.796
17 C -3.078 1.240 -3.809
18 C -3.972 -1.087 -4.208
19 C -3.451 -0.597 3.154
20 C -2.094 0.847 4.748
21 C -3.631 -1.317 1.947
22 C 6.246 0.037 3.072
23 C 9.736 -2.405 0.222
24 C -4.650 -3.231 0.609
25 C 8.410 -2.325 -0.180
26 C -2.657 3.742 -3.568
27 C -3.237 -0.091 -3.287
28 C -1.840 2.081 -1.843
29 C 4.735 -1.232 -1.568
30 C -3.046 -0.894 0.818
31 C 3.893 -3.693 2.810
32 C -4.545 -2.343 -3.537
33 C -2.891 0.103 5.901
34 C 5.120 -3.239 2.419
35 C -5.960 -2.118 2.449
36 C -5.161 -0.335 -4.889
37 C -1.300 4.473 -3.764
38 C 5.442 1.004 3.705
39 C -2.558 2.319 -3.071
40 C -4.526 -2.518 1.965
41 C -0.555 0.745 5.030
42 C 5.022 3.403 -0.380
43 C -2.046 0.173 0.887
44 C -1.547 0.553 -1.575
45 C -2.438 0.301 3.338
46 C -3.977 -3.422 3.077
47 C -2.482 -0.442 -2.211
48 C 4.614 1.519 2.647
49 C -3.443 4.515 -2.488
50 C -2.521 2.335 4.684
51 C -2.990 -1.475 -5.355
52 C 3.746 3.360 -0.968
53 C 3.100 -3.341 1.712
54 C 5.761 0.603 -2.254
55 C 9.727 -1.885 1.545
56 C -3.305 3.830 -4.992
57 C 4.773 -0.330 -2.620
58 C -1.656 0.801 2.213
59 B 6.049 -1.322 0.825
60 H -5.067 -2.949 -4.327
61 H -4.898 0.591 -5.414
62 H 3.715 -4.347 3.655
63 H 7.850 -2.501 -1.086
64 H 5.247 4.436 -0.025
65 H -3.393 4.849 -5.438
66 H -5.648 -0.959 -5.617
67 H 4.084 -2.065 -1.401
68 H -1.998 2.873 3.881
69 H -0.069 1.350 4.224
70 H -5.111 -4.166 0.837
71 H -4.490 -4.378 3.083
72 H -0.814 4.575 -2.758
73 H -6.625 -2.966 2.461
74 H -5.187 -2.120 -2.658
75 H -3.647 -3.447 0.163
76 H -4.017 0.244 5.866
77 H -4.428 4.102 -2.431
78 H -5.247 -2.639 -0.089
79 H -3.580 2.456 4.407
80 H -5.850 -1.679 3.420
81 H 7.195 -0.455 3.400
82 H 6.053 1.503 -2.716
83 H -1.456 5.459 -4.203
84 H -6.404 -1.353 1.810
85 H 2.037 -3.548 1.526
86 H -2.840 -3.637 2.943
87 H -4.329 3.458 -5.063
88 H -3.497 -2.219 -5.993
89 H 5.773 3.164 -1.080
90 H -2.443 0.508 6.840
91 H 4.018 2.411 2.636
92 H -4.029 -0.886 4.004
93 H -2.716 -0.968 5.830
94 H 5.441 1.324 4.725
95 H -2.763 3.247 -5.726
96 H 6.033 -3.348 2.983
97 H -2.345 2.782 5.673
98 H -0.587 3.919 -4.339
99 H -2.931 4.473 -1.518
100 H -2.337 -1.480 -1.872
101 H -3.252 -1.354 -0.184
102 H -3.977 -3.040 4.106
103 H -3.470 1.464 -4.817
104 H -3.586 5.595 -2.799
105 H -3.767 -3.063 -3.154
106 H 5.119 2.713 0.460
107 H 10.595 -1.662 2.160
108 H -0.295 1.287 5.974
109 H 4.034 -0.217 -3.412
110 H -5.944 -0.066 -4.210
111 H -2.060 -1.843 -4.949
112 H -2.683 -0.664 -6.040
113 H 10.499 -2.832 -0.366
114 H -0.221 -0.273 5.026

Summary:
Spin multiplicity   2
Kohn-Sham gap (alpha / beta)   5.67 / 4.14 eV
Relative energy (zero: lowest compared OMol25 entry of this formula, charge and spin)   6.3 kcal per mole
Total charge   +1
HOMO (alpha / beta)   -10.350 / -10.344 eV



Question: What is the relative energy (zero: lowest compared OMol25 entry of this formula, charge and spin) in the second record?
Answer: 6.3 kcal per mole



Question: Which of these has the highest total charge?
Answer: C42H55BN11O3STl



Question: Number 1 is which compound?
Answer: C42H53F12N3O4S3



Question: The highest total charge belongs to which entry?
Answer: C42H55BN11O3STl